C2H5N2 as an isolated structure in a non-equilibrium geometry, computed with ωB97M-V/def2-TZVPD.

Element x y z (Å)
C1 -1.14 -0.32 0.08
C2 1.70 -0.19 0.06
N1 0.65 0.47 0.00
N2 -2.27 0.05 0.05
H1 -0.88 -1.38 0.10
H2 2.63 0.16 -0.35
H3 1.54 -1.23 0.21
H4 0.51 1.45 -0.12
H5 -2.74 0.99 -0.02

The calculation puts the HOMO energy at -15.95 eV. Its relative energy (zero: lowest compared OMol25 entry of this formula, charge and spin) is 41.1 kcal/mol. As for the total charge: +1. The value obtained for the total energy is -5125.2650 eV. The HOMO-LUMO gap comes out at 11.01 eV. Its spin multiplicity is 1.

C36H55InN8O3S2 as an isolated structure, computed with ωB97M-V/def2-TZVPD.

Element x y z (Å)
In1 -1.15 -1.26 1.10
C1 -5.33 -1.69 2.92
C2 -3.89 -1.46 2.59
N1 -3.18 -2.17 1.82
C3 -3.64 -3.36 1.12
C4 -2.45 -4.00 0.39
N2 -1.78 -2.94 -0.37
C5 -0.71 -3.32 -1.30
C6 0.65 -3.23 -0.61
N3 0.80 -1.89 -0.04
C7 1.93 -1.73 0.88
C8 1.88 -0.33 1.50
N4 0.57 -0.15 2.09
C9 0.29 0.75 2.94
C10 1.27 1.75 3.45
C11 -1.14 0.79 3.39
C12 -1.68 1.76 4.22
C13 -3.02 1.66 4.57
C14 -3.79 0.61 4.09
C15 -3.19 -0.30 3.23
N5 -1.90 -0.18 2.91
H1 -5.75 -2.51 2.35
H2 -5.90 -0.79 2.70
H3 -5.44 -1.91 3.98
H4 -4.40 -3.07 0.38
H5 -4.08 -4.08 1.81
H6 -2.82 -4.80 -0.26
H7 -1.75 -4.41 1.11
H8 -2.51 -2.44 -0.91
H9 -0.72 -2.60 -2.12
H10 -0.87 -4.32 -1.71
H11 1.45 -3.46 -1.32
H12 0.69 -3.95 0.21
H13 0.90 -1.22 -0.82
H14 2.89 -1.88 0.38
H15 1.82 -2.47 1.67
H16 2.00 0.41 0.70
H17 2.69 -0.20 2.22
H18 2.26 1.31 3.56
H19 0.97 2.19 4.39
H20 1.35 2.55 2.71
H21 -1.09 2.60 4.58
H22 -3.47 2.40 5.22
H23 -4.83 0.52 4.37
C16 0.83 4.28 -6.48
C17 0.73 4.16 -4.96
C18 0.16 2.82 -4.48
C19 1.00 1.60 -4.88
N6 2.37 1.66 -4.38
C20 2.76 1.32 -3.14
S1 1.65 0.72 -2.01
N7 4.06 1.47 -2.86
C21 4.66 1.22 -1.56
C22 4.54 2.39 -0.57
C23 5.44 3.59 -0.87
C24 5.01 4.43 -2.08
H24 1.13 5.28 -6.76
H25 -0.14 4.07 -6.94
H26 1.56 3.58 -6.90
H27 0.08 4.95 -4.58
H28 1.72 4.32 -4.51
H29 -0.85 2.68 -4.88
H30 0.08 2.83 -3.39
H31 1.06 1.52 -5.97
H32 0.54 0.70 -4.50
H33 3.05 2.08 -4.99
H34 4.64 1.91 -3.55
H35 5.72 0.98 -1.72
H36 4.17 0.34 -1.14
H37 4.80 2.00 0.42
H38 3.49 2.71 -0.55
H39 6.47 3.25 -1.00
H40 5.43 4.24 0.01
H41 5.26 3.95 -3.02
H42 5.53 5.39 -2.06
H43 3.94 4.63 -2.06
O1 -0.99 1.94 0.71
C25 -1.77 1.51 -0.11
N8 -2.08 0.16 -0.24
C26 -3.01 0.00 -1.25
O2 -3.52 -1.07 -1.56
C27 -3.30 1.33 -1.84
C28 -4.12 1.70 -2.88
C29 -4.17 3.05 -3.21
C30 -3.43 3.99 -2.49
C31 -2.60 3.61 -1.44
C32 -2.54 2.26 -1.14
H44 -4.69 0.96 -3.44
H45 -4.80 3.38 -4.02
H46 -3.51 5.04 -2.76
H47 -2.01 4.33 -0.90
O3 -0.38 -2.95 2.64
S2 -0.49 -4.14 3.57
C33 0.79 -3.93 4.85
C34 1.17 -5.35 5.23
C35 1.32 -6.17 3.93
C36 0.50 -5.49 2.82
H48 0.40 -3.35 5.68
H49 1.61 -3.38 4.37
H50 0.39 -5.78 5.86
H51 2.09 -5.35 5.81
H52 0.99 -7.19 4.10
H53 2.36 -6.22 3.63
H54 -0.17 -6.18 2.31
H55 1.13 -5.00 2.09

The calculation puts the HOMO energy at -12.44 eV. Its relative energy (zero: lowest compared OMol25 entry of this formula, charge and spin) is 10.0 kcal/mol. As for the total charge: +2. The value obtained for the total energy is -83124.4983 eV. The HOMO-LUMO gap comes out at 6.84 eV. Its spin multiplicity is 1.

C39H51N6OPdSTe as an isolated structure, computed with ωB97M-V/def2-TZVPD.

Element x y z (Å)
Pd1 1.54 1.08 0.13
C1 -1.09 6.71 -0.17
C2 0.43 6.59 -0.24
N1 0.97 5.53 0.59
C3 0.98 4.22 0.21
S1 2.06 3.22 1.15
N2 0.18 3.91 -0.79
N3 0.29 2.61 -1.21
C4 -0.71 2.05 -1.77
C5 -2.06 2.68 -1.94
C6 -0.48 0.65 -2.23
C7 -1.41 0.00 -3.03
C8 -1.16 -1.28 -3.49
C9 0.04 -1.89 -3.15
C10 0.92 -1.18 -2.34
N4 0.67 0.04 -1.88
H1 -1.43 7.53 -0.80
H2 -1.40 6.91 0.86
H3 -1.56 5.79 -0.50
H4 0.88 7.52 0.11
H5 0.74 6.45 -1.28
H6 1.70 5.77 1.24
H7 -2.15 3.51 -1.24
H8 -2.86 1.97 -1.73
H9 -2.20 3.07 -2.95
H10 -2.34 0.50 -3.30
H11 -1.89 -1.80 -4.09
H12 0.28 -2.89 -3.48
H13 1.86 -1.62 -2.03
C11 -0.79 2.44 2.54
C12 -1.16 1.13 1.86
O1 -2.28 0.66 2.15
N5 -0.30 0.56 1.01
Te1 -1.27 -1.40 0.45
C13 -2.95 -2.86 0.38
C14 -4.28 -2.44 0.37
C15 -4.71 -1.03 0.67
C16 -5.29 -3.37 0.11
C17 -5.01 -4.70 -0.15
C18 -6.10 -5.69 -0.45
C19 -3.67 -5.10 -0.14
C20 -2.64 -4.20 0.12
C21 -1.22 -4.71 0.10
C22 -0.55 -2.24 2.27
C23 -1.35 -2.44 3.40
C24 -2.81 -2.11 3.47
C25 -0.77 -3.01 4.54
C26 0.56 -3.37 4.59
C27 1.17 -3.97 5.83
C28 1.34 -3.16 3.46
C29 0.80 -2.61 2.30
C30 1.69 -2.48 1.10
H14 -1.50 2.61 3.34
H15 -0.85 3.26 1.83
H16 0.23 2.42 2.93
H17 -3.88 -0.33 0.74
H18 -5.23 -0.99 1.63
H19 -5.42 -0.67 -0.09
H20 -6.32 -3.04 0.11
H21 -7.08 -5.24 -0.32
H22 -6.03 -6.57 0.20
H23 -6.03 -6.05 -1.48
H24 -3.43 -6.14 -0.33
H25 -1.21 -5.79 -0.08
H26 -0.72 -4.51 1.05
H27 -0.64 -4.23 -0.69
H28 -3.02 -1.15 2.99
H29 -3.13 -2.05 4.52
H30 -3.41 -2.88 2.99
H31 -1.39 -3.16 5.41
H32 0.42 -4.07 6.62
H33 1.98 -3.35 6.22
H34 1.58 -4.96 5.63
H35 2.39 -3.44 3.47
H36 2.72 -2.76 1.35
H37 1.70 -1.45 0.72
H38 1.35 -3.12 0.29
C31 2.44 1.92 -3.80
N6 3.34 3.06 -3.48
C32 4.61 2.95 -4.24
C33 3.51 3.22 -1.97
C34 4.21 2.08 -1.30
C35 5.61 2.00 -1.38
C36 6.32 1.06 -0.66
C37 5.63 0.22 0.20
C38 4.25 0.32 0.31
C39 3.48 1.23 -0.44
H39 2.31 1.85 -4.87
H40 1.50 2.09 -3.29
H41 2.90 1.02 -3.39
H42 2.87 3.92 -3.79
H43 5.10 2.03 -3.94
H44 5.24 3.80 -4.00
H45 4.38 2.94 -5.30
H46 2.50 3.31 -1.58
H47 4.04 4.16 -1.84
H48 6.15 2.72 -1.98
H49 7.40 1.02 -0.74
H50 6.17 -0.50 0.80
H51 3.76 -0.30 1.05

Its expectation value of S² is 0.76. The calculation puts the HOMO energy (spin up / spin down) at -5.66 / -6.86 eV. Its relative energy (zero: lowest compared OMol25 entry of this formula, charge and spin) is 27.1 kcal/mol. As for the total charge: 0. The value obtained for the total energy is -73863.7858 eV. The HOMO-LUMO gap (spin up / spin down) comes out at 5.28 / 6.48 eV. Its spin multiplicity is 2.

> Which formula does entry 1 have?

C2H5N2

> What is the formula in the third record?

C39H51N6OPdSTe